A molecular structure, C23H24N5OPtS at a distorted geometry. Source: OMol25; level of theory: ωB97M-V with the def2-TZVPD basis set.

```
55
Properties=species:S:1:pos:R:3:forces:R:3
Pt -1.099832 -0.390121 -0.470445 0.7604 -0.3083 -1.3879
C -1.922653 2.220280 0.795069 0.7155 0.9627 -0.5780
N -2.587334 0.950239 0.596902 -0.0849 -0.1302 0.9514
C -2.980217 0.337896 1.886179 -0.4974 -0.7779 -0.3510
C -1.913105 -0.635792 2.342936 -0.0408 -0.8287 -2.2600
N -1.122016 -1.267767 1.480977 -0.3422 -0.6442 0.3976
C -0.472024 -2.322417 2.167032 -1.1949 0.5842 1.0321
C 0.505314 -3.276310 1.826485 0.2202 0.9610 0.0898
C 1.265399 -3.756427 2.901110 0.0218 -0.5873 -1.0485
C 0.927272 -3.516459 4.236067 -1.1388 0.1167 0.2237
C -0.270629 -2.851030 4.565454 1.2139 -0.2638 0.0108
C -0.940816 -2.255911 3.514412 0.4992 1.0892 -1.0233
N -1.881253 -1.202837 3.526788 0.1650 -0.5672 2.4618
C -0.419879 2.036730 0.840639 0.8918 -0.6259 -0.6034
N 0.274204 1.016028 0.349872 0.6795 1.1915 1.2032
C 1.685931 1.374138 0.433454 -1.1282 0.9026 0.9260
C 2.911712 0.649023 0.385325 -0.9415 1.0630 -0.0362
C 4.059385 1.432046 0.540088 0.2812 -0.5924 -0.4564
C 4.042351 2.821692 0.765979 -0.6983 -0.0638 -0.2304
C 2.841460 3.515269 1.006633 0.9254 -1.4521 -0.4194
C 1.686110 2.749961 0.871662 0.3530 -1.2654 0.1553
N 0.368155 3.051254 1.201238 0.3100 0.5696 -0.1827
H -2.088940 2.927956 -0.070251 -0.1704 -0.7965 0.8700
H -2.245555 2.710354 1.739449 0.0396 -0.0809 -0.6319
H -3.280180 0.945766 -0.131955 -0.5332 0.1499 0.2184
H -3.116955 1.104264 2.658101 -0.2255 -0.0670 -0.1637
H -3.946944 -0.251666 1.775689 1.1705 0.7494 0.0539
H 0.707964 -3.523087 0.770310 0.1357 0.0484 0.7827
H 2.143429 -4.378156 2.664844 -0.5438 0.3001 0.2404
H 1.568516 -3.906802 5.016914 -0.1438 0.0120 -0.0159
H -0.570441 -2.682219 5.593300 0.0436 -0.1357 -0.0517
H -2.283457 -0.786522 4.372994 0.2271 -0.4786 -0.5874
H 2.923718 -0.433354 0.243268 0.0823 0.5892 -0.1369
H 5.040134 0.939239 0.395099 -0.6978 0.3690 0.2456
H 4.997719 3.330591 0.679726 -0.2369 0.1471 0.3839
H 2.844461 4.554348 1.247974 -0.1130 0.4930 0.1536
H 0.030296 3.875013 1.665906 0.1852 0.2694 -0.1330
C 1.654020 -2.131006 -2.099322 -0.0333 0.1970 0.8591
O 1.217605 -1.357456 -0.947558 -0.2386 -1.0759 -0.0125
H 2.640280 -2.517930 -1.842819 -0.0902 -0.4529 -0.2330
H 1.780813 -1.423532 -2.892142 -0.1004 0.3147 -0.5526
H 0.916384 -2.898759 -2.372783 0.3426 0.2166 0.0743
H 0.884725 -2.003647 -0.296130 0.4356 0.4389 -0.3687
S -1.973945 -1.493451 -2.297240 -1.0589 -1.2954 0.1589
C -1.773148 -0.351087 -3.611567 1.0918 1.1415 -0.5779
C -0.842630 -0.640016 -4.628939 -0.5512 -0.0482 0.5049
C -0.506423 0.334518 -5.573404 0.6903 -0.9271 -0.7890
C -1.032151 1.595679 -5.494360 -0.9701 2.1457 0.4874
C -1.918824 1.944307 -4.421489 0.2771 -0.8376 -0.7894
C -2.344914 0.943095 -3.559751 0.9687 -0.5229 -0.3321
H -0.419952 -1.648992 -4.635868 0.0368 0.4498 -0.1620
H 0.213577 0.100360 -6.395689 -0.7635 0.1166 0.8131
H -0.810930 2.378021 -6.264913 0.0035 -0.8780 0.8819
H -2.294370 2.955802 -4.259345 0.0955 -0.2421 -0.4335
H -3.071414 1.108885 -2.791907 -0.3255 0.3569 0.3683
```
Forces are in eV/Å.

LUMO energy (alpha / beta)   -2.7 / -3.4 eV
Charge   +1
Strongest force on any atom   2.5 eV Å⁻¹
Multiplicity   3
Total energy   -1757.1094 hartree